A molecular structure, C20H21BF6N15NaO6S2. Source: OMol25; level of theory: the ωB97M-V functional and the def2-TZVPD basis.

```
72
Properties=species:S:1:pos:R:3:forces:R:3
Na -0.33542 -0.55986 -0.58978 0.1 0.0 0.0
C 3.00453 -3.35582 1.52756 0.0 0.0 0.0
C 2.60092 -2.20763 0.82362 0.0 0.0 0.0
N 1.28485 -2.17239 0.68868 0.0 0.0 0.0
N 0.81103 -3.27672 1.29469 0.0 0.0 0.0
C 1.81953 -4.00419 1.81091 0.0 0.0 0.0
B -0.70479 -3.54875 1.39639 0.0 0.0 0.0
N -1.32039 -3.77498 0.00581 0.0 0.0 0.0
C -2.06944 -4.81863 -0.39809 0.0 0.0 0.0
C -2.43572 -4.60423 -1.71019 0.0 0.0 0.0
C -1.84753 -3.36726 -2.02936 0.0 0.0 0.0
N -1.18236 -2.88176 -0.99262 0.0 0.0 0.0
N -1.39213 -2.36419 2.11970 0.0 0.0 0.0
C -1.90579 -2.36372 3.36431 0.0 0.0 0.0
C -2.36058 -1.09048 3.64232 0.0 0.0 0.0
C -2.07912 -0.37014 2.46854 0.0 0.0 0.0
N -1.49240 -1.14127 1.56636 0.0 0.0 0.0
H 4.00302 -3.66599 1.78656 0.0 0.0 0.0
H 3.19027 -1.39741 0.42251 0.0 0.0 0.0
H 1.61831 -4.92508 2.33358 0.0 0.0 0.0
H -0.87218 -4.54664 2.06296 0.0 0.0 0.0
H -2.28133 -5.63223 0.27651 0.0 0.0 0.0
H -3.03309 -5.24112 -2.34053 0.0 0.0 0.0
H -1.87065 -2.80759 -2.95372 0.0 0.0 0.0
H -1.91175 -3.26703 3.95251 0.0 0.0 0.0
H -2.83289 -0.74004 4.54491 0.0 0.0 0.0
H -2.26149 0.66758 2.23970 0.0 0.0 0.0
F -1.06037 1.95561 -3.59556 0.0 0.0 0.0
C -2.37468 1.78745 -3.69074 0.0 0.0 0.0
F -2.89820 2.89877 -4.24085 0.0 0.0 0.0
F -2.63796 0.76716 -4.49693 0.0 0.0 0.0
S -3.11494 1.49189 -2.02879 0.0 0.1 0.0
O -2.48607 0.29666 -1.55053 0.0 0.0 0.0
O -4.52846 1.49193 -2.26788 0.0 0.0 0.0
N -2.71537 2.82305 -1.27613 0.1 0.0 0.0
S -1.46303 3.01748 -0.35430 -0.1 0.0 0.0
O -0.86452 1.81872 0.16527 0.0 0.0 0.1
O -0.59953 4.06825 -0.81134 0.0 0.0 0.0
C -2.29403 3.76900 1.11083 0.0 0.0 0.0
F -1.38241 4.03636 2.05628 0.0 0.0 0.0
F -2.91009 4.91626 0.80189 0.0 0.0 0.0
F -3.20409 2.94413 1.64012 0.0 0.0 0.0
N 1.78458 -3.17739 -2.41715 0.0 0.0 0.0
N 1.27711 -2.64192 -3.62434 0.0 0.0 0.0
C 0.54195 -1.42661 -3.62165 0.1 0.0 -0.1
O -0.16893 -1.21799 -4.61493 0.0 0.0 0.0
O 0.74168 -0.66639 -2.62130 0.0 -0.1 0.0
H 2.58447 -2.61144 -2.15971 0.0 0.0 0.0
H 1.10356 -3.01421 -1.67723 0.0 0.0 0.0
H 0.83672 -3.34487 -4.19512 0.0 0.0 0.0
N 2.12985 1.67339 -2.90964 0.0 0.0 0.0
C 2.26169 2.43534 -1.82270 0.1 0.0 0.0
N 2.57198 3.73692 -1.98092 0.0 0.0 0.0
C 2.64024 4.41670 -0.85063 0.0 0.0 0.0
N 2.95340 5.75974 -0.95029 0.0 0.0 0.0
N 2.45097 3.94409 0.38172 0.0 0.0 0.0
C 2.15618 2.64001 0.40969 0.0 0.0 0.0
N 2.08263 1.83737 -0.62648 0.0 0.0 0.0
C 1.82571 2.05889 1.75038 0.0 0.0 0.0
C 1.65969 2.89011 2.85281 0.0 0.0 0.0
C 1.25950 2.32109 4.05014 0.0 0.0 0.0
C 1.04438 0.95432 4.10493 0.0 0.0 0.0
C 1.25312 0.20821 2.95151 0.0 0.0 0.0
N 1.63892 0.74418 1.80227 0.0 0.0 0.1
H 2.07219 2.16158 -3.78615 0.0 0.0 0.0
H 1.64895 0.75809 -2.82028 0.0 0.0 0.0
H 2.71963 6.14484 -1.85144 0.0 0.0 0.0
H 2.61527 6.29311 -0.16546 0.0 0.0 0.0
H 1.81793 3.95245 2.74174 0.0 0.0 0.0
H 1.09919 2.94171 4.92429 0.0 0.0 0.0
H 0.70153 0.46783 5.00890 0.0 0.0 0.0
H 1.08632 -0.86433 2.94185 0.0 0.0 0.0
```
Positions in Å, forces in eV/Å.

The maximum force is 0.0027 hartree/bohr. Its net charge is -2. For the calculated total energy, the calculation gives -3630.61776 a.u. For the energy above the lowest of the compared OMol25 structures with the same formula, charge and spin, the calculation gives 2.6 kcal/mol. The value obtained for the HOMO energy is -3.2 eV. The HOMO-LUMO gap comes out at 7.08 eV.